Entry from the Open Molecules 2025 dataset: a molecular structure, C22H41ClNOP3Re (ωB97M-V/def2-TZVPD).

Geometry as ORCA input:
```
! RIJCOSX wB97M-V def2-TZVPD def2/J DEFGRID3
* xyz 4 4
Re -0.1761 -0.0482 -0.8585
Cl -2.1150 3.2071 3.5327
P 1.6213 -0.3031 -2.2624
P -1.2014 1.8045 -1.9056
P 1.3473 0.6110 0.8061
O -1.1575 -0.8228 -3.2737
N -1.7695 0.3990 0.7578
C 1.8387 2.3815 0.7424
C -0.6309 2.2095 -3.6066
C -1.8945 -3.0271 -6.0452
C -1.9321 -1.5659 -4.1327
C -1.7215 1.5763 1.4313
C -3.0152 1.4726 -2.0499
C -3.5860 -1.3052 -5.8623
C 2.6244 -1.8139 -1.9257
C 0.2868 -1.9577 0.3823
C -3.4422 -0.3454 2.3267
C -2.4330 1.7785 2.6231
C -0.4669 -2.2671 -0.8044
C 0.8835 0.4202 2.5793
C -3.3351 0.8279 3.0769
C -1.3784 -2.6830 -4.7980
C -2.6497 -0.5254 1.1871
C -1.2607 3.4886 -1.2037
C -2.9964 -2.3469 -6.5817
C 2.8681 1.0709 -2.2843
C 3.0110 -0.1679 0.9520
C 1.5403 -0.4912 -4.0984
C -3.1328 -0.9879 -4.5842
H -3.5645 2.2422 -1.4956
H 0.4173 2.5310 -3.5820
H -1.5119 -2.5537 -0.6888
H -0.2251 -1.9680 1.3488
H 1.9856 -2.6763 -1.7101
H 0.3630 1.3103 2.9506
H -1.6100 4.1823 -1.9792
H -0.5283 -3.2179 -4.3719
H -0.7312 1.3408 -4.2668
H -3.4077 -2.6378 -7.5556
H -4.1129 -1.1581 2.5906
H -2.7270 -1.4548 0.6183
H 0.8304 -1.2776 -4.3705
H 2.9210 -1.2488 1.0813
H -3.5939 -0.2134 -3.9716
H -1.2924 -0.9064 -2.2117
H 1.3421 -2.2308 0.4327
H 0.0261 -2.8075 -1.6136
H 3.3064 -1.6630 -1.0848
H 3.5226 0.9255 -3.1569
H 1.2311 0.4492 -4.5639
H -3.9083 1.0383 3.9721
H 3.6596 0.0456 0.1023
H 3.2113 -2.0301 -2.8266
H -1.9579 3.5274 -0.3613
H 3.4865 1.0849 -1.3792
H 2.3794 2.5996 -0.1850
H -1.4295 -3.8274 -6.6241
H -3.3378 1.5025 -3.0966
H 1.8111 0.2815 3.1501
H 2.5059 2.5549 1.5969
H 2.5402 -0.7541 -4.4710
H -0.2602 3.7918 -0.8773
H -3.2921 0.5009 -1.6249
H -1.0347 2.3553 1.0946
H 0.2515 -0.4626 2.7309
H -4.4043 -0.7196 -6.2882
H 0.9713 3.0447 0.8241
H 2.3591 2.0408 -2.3883
H -1.2372 3.0343 -4.0040
H 3.4701 0.2490 1.8545
*
```

Results
* energy above the lowest of the compared OMol25 structures with the same formula, charge and spin: 0.0 kJ/mol
* E_tot: -69491.6925 eV